C5H14NO | ωB97M-V/def2-TZVPD

Summary:
Spin multiplicity: 2
LUMO level (alpha / beta), hartree: -0.271 / -0.572
Relative energy (zero: lowest compared OMol25 entry of this formula, charge and spin), kJ/mol: 338.6
Energy, eV: -8926.927
Charge: +2
HOMO level (alpha / beta), eV: -18.2 / -18.2
Gap between HOMO and LUMO (alpha / beta), eV: 10.78 / 2.60

Geometry (Å):
C (1.17, -0.46, 1.49)
C (0.51, -0.63, 0.16)
N (-0.47, 0.57, -0.20)
C (-1.59, -0.10, -0.88)
C (-1.78, -1.46, -0.12)
C (-0.35, -1.84, -0.17)
H (1.51, 0.63, 1.65)
H (0.59, -0.92, 2.29)
H (2.24, -0.94, 1.45)
H (1.39, -0.64, -0.63)
H (-0.80, 0.98, 0.67)
H (-0.05, 1.39, -0.66)
H (-1.23, -0.31, -1.80)
H (-2.40, 0.58, -1.00)
H (-2.34, -2.29, -0.67)
H (-2.10, -1.28, 0.90)
H (0.12, -2.61, 0.44)
H (-0.14, -2.08, -1.25)
H (2.28, 3.69, -1.21)
H (1.60, 4.28, -0.10)
O (1.86, 3.44, -0.37)

Here are the Löwdin charges for atoms 1 to 2, given in e: 0.04 -0.19